# 1
The following is a quantum chemistry calculation of a gas-phase ion, C3H8NO (charge +1) in a non-equilibrium geometry, from the Open Molecules 2025 dataset.

Structure (XYZ):
```
13
Properties=species:S:1:pos:R:3:lowdin_charge:R:1
N -2.22423 -0.01480 -0.21052 0.159
C -0.77103 0.43898 -0.29595 -0.115
C 0.14309 -0.67593 0.30778 -0.128
C 1.60017 -0.32286 0.28344 -0.253
O 2.08781 0.70319 -0.09411 0.100
H -2.89564 0.51091 0.33457 0.164
H -2.32038 -0.96094 0.22741 0.175
H -2.80249 -0.22859 -1.06010 0.194
H -0.69040 0.83920 -1.38543 0.177
H -0.62840 1.26025 0.40848 0.132
H -0.10190 -1.61811 -0.16140 0.120
H -0.19108 -0.68937 1.35579 0.135
H 2.30659 -1.16923 0.44871 0.141
```

Values from the calculation:
Energy relative to the best compared isomer or geometry (same formula, charge and spin) (kJ/mol): 87.47
Highest occupied orbital energy (eV): -14.01
Kohn-Sham gap (eV): 9.8
LUMO (Eh): -0.153
Total charge: +1
Largest force on an atom (eV Å⁻¹): 3.21

***

# 2
The following is a quantum chemistry calculation of a single C2H3Cl2NO molecule in a non-equilibrium geometry, from the Open Molecules 2025 dataset.

Structure (XYZ):
```
9
Properties=species:S:1:pos:R:3:lowdin_charge:R:1
N 1.47610 -0.24674 1.17646 0.151
C 1.24542 -0.06534 -0.12302 -0.667
O 2.11436 0.11458 -0.95109 0.064
C -0.24795 0.05331 -0.52103 -1.032
Cl -0.98854 1.50540 0.13442 0.613
Cl -1.13668 -1.41037 -0.04229 0.591
H 0.75642 -0.69160 1.71252 0.077
H 2.40914 -0.09855 1.57214 0.136
H -0.26932 0.05739 -1.61302 0.068
```

Values from the calculation:
Energy relative to the best compared isomer or geometry (same formula, charge and spin) (kJ/mol): 0.00
Highest occupied orbital energy (eV): -10.35
Kohn-Sham gap (eV): 11.1
LUMO (Eh): 0.026
Largest force on an atom (eV Å⁻¹): 1.15

***

# 3
The following is a quantum chemistry calculation of a gas-phase ion, C3H10N2O (charge +1) in a non-equilibrium geometry, from the Open Molecules 2025 dataset.

Structure (XYZ):
```
16
Properties=species:S:1:pos:R:3:lowdin_charge:R:1
C -0.82671 -1.04776 -0.49456 -0.150
N 0.08872 -1.33579 0.61513 0.155
C 1.22934 -0.49687 0.63090 -0.143
O 1.01592 0.89974 1.30754 -0.089
C -1.25847 0.40200 -0.47363 -0.158
N -0.36498 1.19752 -1.52931 0.048
H -1.81702 -1.69517 -0.46871 0.181
H -0.27790 -1.12020 -1.42492 0.129
H -0.32289 -1.74112 1.48812 0.205
H 1.96654 -1.00831 1.16168 0.119
H 1.54901 -0.10762 -0.40284 0.162
H 1.97180 1.24698 1.34216 0.139
H -2.30867 0.67022 -0.68884 0.138
H -1.03198 0.86630 0.52888 0.117
H -0.17511 2.11114 -1.10534 0.082
H -0.61225 1.40351 -2.46748 0.065
```

Values from the calculation:
Energy relative to the best compared isomer or geometry (same formula, charge and spin) (kJ/mol): 327.97
Highest occupied orbital energy (spin up / spin down) (eV): -14.36 / -13.74
Kohn-Sham gap (spin up / spin down) (eV): 11.4 / 5.1
LUMO (spin up / spin down) (Eh): -0.110 / -0.317
<S²>: 0.7572
Total charge: +1
Largest force on an atom (eV Å⁻¹): 4.96
Multiplicity: 2